Record 1
ORCA calculation (ωB97M-V/def2-TZVPD) on C31H37N6O4S2SbSe4Ti as an isolated structure.

Structure (XYZ):
```
86
Properties=species:S:1:pos:R:3:forces:R:3:mulliken_charge:R:1
Ti -0.1218 0.6642 -0.6783 0.170 -0.176 0.266 0.1473
C 4.6081 4.7823 -0.2493 -0.007 -0.017 0.008 -1.1465
C 4.8579 3.3071 -0.5309 -0.004 0.003 0.009 -0.4327
N 3.8504 2.7174 -1.4015 -0.034 0.033 -0.027 -0.1524
C 2.6201 2.3691 -0.9642 -0.047 0.105 -0.017 0.4079
S 1.4490 1.9816 -2.1861 0.004 -0.245 0.156 -0.5334
N 2.4183 2.3370 0.3270 0.041 0.109 -0.020 -1.6508
N 1.1497 1.9568 0.6604 -0.119 0.008 0.031 1.8106
C 0.7770 2.1594 1.8739 0.075 -0.055 -0.034 0.3883
C 1.6332 2.7917 2.9202 -0.017 0.013 -0.006 -2.1508
C -0.5929 1.7341 2.1891 -0.002 0.014 -0.002 0.7554
C -1.2164 2.0633 3.3801 0.018 0.006 -0.022 -0.7631
C -2.5396 1.6918 3.5709 -0.077 0.092 -0.071 -0.7636
C -3.1856 0.9860 2.5771 0.010 0.246 -0.074 -1.1513
C -2.4914 0.6740 1.4167 -0.012 0.122 -0.028 -0.9819
N -1.2320 1.0532 1.2197 -0.185 -0.099 0.009 1.0649
H 5.3657 5.1730 0.4312 0.003 0.008 -0.003 0.3695
H 4.6416 5.3671 -1.1695 -0.003 0.002 0.002 0.3186
H 3.6287 4.9177 0.2094 0.005 0.001 0.005 0.2750
H 5.8254 3.1618 -1.0128 -0.001 0.006 -0.003 0.4696
H 4.8641 2.7386 0.3972 0.010 -0.013 0.004 0.2109
H 3.9344 2.8611 -2.3940 0.009 -0.036 0.002 0.2732
H 2.6528 2.8808 2.5617 -0.005 -0.003 0.012 0.4124
H 1.2582 3.7887 3.1637 -0.001 0.003 -0.002 0.3895
H 1.6122 2.1945 3.8329 0.002 -0.004 0.005 0.4079
H -0.6827 2.6247 4.1329 0.001 -0.002 0.000 0.5478
H -3.0544 1.9591 4.4841 -0.003 -0.009 0.006 0.4357
H -4.2166 0.6798 2.6694 -0.013 0.002 0.007 0.5384
H -2.9560 0.1256 0.6147 -0.016 0.007 -0.040 0.8046
C -6.3913 -0.6905 -3.0687 0.007 -0.017 0.058 -0.6710
O -5.4611 -1.2097 -4.0166 -0.031 0.028 0.029 -0.4744
C -4.1556 -1.1187 -3.7351 0.066 0.012 0.046 1.0928
C -3.3010 -1.6399 -4.7341 -0.065 -0.009 -0.034 -1.0107
C -1.9584 -1.6069 -4.5420 0.074 0.001 0.009 -1.1928
C -1.3956 -1.0453 -3.3715 -0.121 0.067 0.094 -0.2034
C -0.0059 -1.1110 -3.1113 0.029 -0.123 0.061 0.5834
C 0.9418 -1.8488 -4.0047 0.027 0.010 -0.022 -1.6475
O 0.4982 -0.5653 -2.0990 0.006 -0.237 -0.356 0.6567
C -2.2588 -0.5003 -2.3895 0.099 -0.153 0.157 -0.6203
O -1.7867 0.0294 -1.2661 -0.197 0.277 -0.466 0.6514
C -3.6435 -0.5653 -2.5750 0.012 0.092 0.038 0.1342
H -7.3755 -0.8640 -3.4935 0.020 0.000 0.002 0.2509
H -6.2352 0.3757 -2.9089 0.024 0.064 0.004 0.2809
H -6.3032 -1.2117 -2.1132 0.001 -0.015 -0.013 0.3088
H -3.7436 -2.0593 -5.6264 -0.006 0.005 0.004 0.4619
H -1.3030 -2.0141 -5.3003 -0.003 0.001 0.009 0.4910
H 1.0541 -1.2952 -4.9397 -0.001 -0.006 -0.013 0.4387
H 0.5688 -2.8442 -4.2421 0.018 0.002 0.009 0.4225
H 1.9097 -1.9170 -3.5157 0.022 -0.005 0.008 -0.0033
H -4.2726 -0.1286 -1.8147 -0.051 0.040 0.055 0.1193
C 1.4940 -1.1501 3.6595 0.015 -0.014 -0.046 -0.2554
C 1.0097 -2.5972 3.6212 0.056 0.031 0.012 -1.0680
N -0.3254 -2.7410 3.0430 0.028 -0.110 -0.107 0.2477
C -1.4676 -2.8172 3.9454 -0.052 -0.068 0.093 -1.3234
C -2.1146 -1.4721 4.2380 0.068 -0.178 -0.100 -0.1154
C -0.4921 -2.7653 1.7098 -0.018 0.530 0.017 0.6118
S -1.9763 -2.7103 0.9406 -0.003 -0.209 -0.009 -0.4093
N 0.6793 -2.8485 0.9780 -0.067 -0.275 0.111 -0.5455
C 1.1651 -1.8581 0.3462 -0.043 -0.174 -0.065 -0.2184
O 0.6906 -0.6312 0.4473 0.255 0.195 -0.127 0.5413
C 2.3645 -2.0829 -0.5075 0.005 0.082 0.000 0.3956
C 2.5814 -3.3379 -1.0685 0.026 0.003 0.053 -0.3277
C 3.6802 -3.5499 -1.8860 0.024 0.012 -0.014 -0.7770
C 4.5696 -2.5127 -2.1416 -0.023 -0.018 0.006 -0.4903
C 4.3583 -1.2641 -1.5729 0.006 0.018 0.003 -0.9189
C 3.2558 -1.0477 -0.7602 0.009 0.062 0.025 0.0555
H 2.5225 -1.1091 4.0219 0.004 0.002 0.018 0.4101
H 0.8739 -0.5426 4.3204 -0.015 0.009 0.012 0.3212
H 1.4618 -0.7105 2.6608 0.015 0.006 0.099 -0.2418
H 0.9742 -3.0110 4.6292 -0.011 -0.008 -0.003 0.4441
H 1.7032 -3.2024 3.0388 -0.004 -0.009 -0.001 0.4880
H -1.1114 -3.2769 4.8690 0.001 -0.029 -0.013 0.3604
H -2.1998 -3.4849 3.4919 -0.004 0.011 0.004 0.4913
H -1.3961 -0.7648 4.6552 -0.009 0.010 0.000 0.1716
H -2.9278 -1.5958 4.9548 -0.027 -0.004 0.010 0.4797
H -2.5228 -1.0580 3.3176 0.123 -0.225 0.213 -0.2817
H 1.8787 -4.1331 -0.8584 -0.008 -0.003 0.004 0.4632
H 3.8428 -4.5244 -2.3282 -0.001 -0.004 0.000 0.4048
H 5.4261 -2.6787 -2.7825 0.003 -0.003 0.002 0.4068
H 5.0495 -0.4534 -1.7660 -0.006 0.002 0.003 0.4320
H 3.0859 -0.0714 -0.3194 0.023 -0.105 -0.023 0.5064
Se -5.3367 2.1395 -0.2482 0.088 -0.103 -0.096 -0.5133
Sb -3.7327 3.7112 -1.0314 -0.004 0.060 -0.010 0.6223
Se -3.8952 6.0565 -0.8173 0.009 -0.074 0.011 -0.5352
Se -2.2528 3.0547 -3.0327 -0.149 -0.037 -0.255 -0.4061
Se -1.1546 3.1306 -0.9457 -0.047 0.463 0.319 0.2034
```
Forces are in eV/Å.

Its lowest unoccupied orbital energy is -1.01 eV. Its charge is 0. As for the energy relative to the best compared isomer or geometry (same formula, charge and spin): 28.4 kJ/mol. The calculation puts the HOMO energy at -7.64 eV.

Record 2
ORCA calculation (ωB97M-V/def2-TZVPD) on C45H38N3O4RuS as an isolated structure in a non-equilibrium geometry.

Structure (XYZ):
```
92
Properties=species:S:1:pos:R:3:forces:R:3:mulliken_charge:R:1
Ru -0.1470 -0.3719 -1.0251 1.930 0.150 0.841 0.5272
O -0.6365 -1.6745 0.2409 1.051 0.489 -0.732 -0.3767
C -1.8271 -1.8111 0.9409 -1.228 0.145 0.427 1.8882
C -2.9237 -2.0536 -0.1207 0.452 0.057 -0.001 -1.8794
C -3.2381 -0.8346 -0.9383 -0.409 -0.144 0.031 1.1422
C -4.5600 -0.4224 -1.0145 0.078 0.079 -0.036 -0.7385
C -4.9154 0.6059 -1.8670 0.158 -0.063 -0.038 -1.0020
C -3.9395 1.1401 -2.6870 -0.037 -0.080 0.127 -0.5953
C -2.6283 0.6973 -2.5859 -0.298 0.146 -0.283 0.8433
C -1.6456 1.1540 -3.6229 0.427 -0.134 0.197 -1.8318
C -0.3649 1.8017 -3.0541 -0.976 0.996 -0.319 1.4089
O 0.3399 0.7840 -2.4245 0.616 -1.163 0.795 -0.1822
C 0.4765 2.3732 -4.2035 0.313 -0.384 0.143 -0.2385
C 1.7599 1.8796 -4.4179 -0.138 -0.013 0.069 -0.2794
C 2.5490 2.3912 -5.4357 0.008 0.052 -0.069 -0.8561
C 2.0634 3.4014 -6.2506 0.047 -0.023 -0.007 -0.5343
C 0.7836 3.8935 -6.0436 -0.034 0.032 -0.019 -1.1334
C -0.0062 3.3847 -5.0256 -0.022 -0.042 0.051 -0.1758
C -0.7278 2.9360 -2.0786 0.237 -0.330 0.086 0.6118
C 0.0906 3.1610 -0.9782 -0.031 0.085 -0.091 -0.3705
C -0.1882 4.1886 -0.0878 0.032 -0.122 -0.007 -0.7409
C -1.2803 5.0117 -0.2996 0.003 0.060 0.048 -0.6371
C -2.0883 4.8066 -1.4083 -0.046 0.005 -0.040 -1.1183
C -1.8182 3.7734 -2.2915 -0.048 -0.020 0.048 -0.1445
N -2.2735 -0.2187 -1.6589 0.739 -0.489 -0.140 0.3495
C -1.7125 -3.0417 1.8590 0.443 0.017 -0.233 -0.1852
C -0.4970 -3.7211 1.9121 -0.056 0.114 -0.021 -0.2149
C -0.3426 -4.8386 2.7175 0.007 -0.016 0.020 -0.8427
C -1.4016 -5.2942 3.4843 0.002 -0.041 0.032 -0.5815
C -2.6163 -4.6283 3.4328 -0.017 0.001 -0.011 -1.1614
C -2.7730 -3.5140 2.6228 -0.055 -0.006 0.002 -0.1582
C -2.1945 -0.5480 1.7532 0.419 0.038 -0.113 0.6711
C -3.4445 -0.4134 2.3529 -0.054 0.032 -0.062 -0.5320
C -3.7253 0.6748 3.1629 -0.095 -0.079 -0.035 -0.9505
C -2.7790 1.6678 3.3688 0.068 0.098 0.022 -0.7856
C -1.5590 1.5833 2.7237 0.008 -0.038 -0.070 -0.8078
C -1.2751 0.4825 1.9251 -0.044 -0.241 -0.060 1.1233
H -3.8319 -2.4140 0.3553 -0.008 0.018 -0.043 0.4831
H -2.5486 -2.8422 -0.7799 -0.092 -0.031 0.027 0.5585
H -5.3078 -0.9289 -0.4225 0.034 -0.016 0.057 0.4333
H -5.9394 0.9477 -1.9274 -0.018 0.005 -0.006 0.4542
H -4.1945 1.8828 -3.4280 0.059 0.024 -0.020 0.4222
H -2.1375 1.8408 -4.3062 0.001 -0.048 -0.016 0.4927
H -1.3126 0.2836 -4.1964 -0.080 0.049 -0.082 0.6344
H 2.1351 1.0945 -3.7774 0.062 0.011 -0.025 0.3517
H 3.5453 1.9989 -5.5899 0.015 0.010 0.003 0.4368
H 2.6796 3.8067 -7.0412 0.003 0.005 -0.019 0.4001
H 0.3982 4.6837 -6.6735 -0.005 0.012 -0.012 0.4263
H -0.9946 3.7966 -4.8701 -0.014 0.035 -0.003 0.3071
H 0.9793 2.5669 -0.8335 0.038 -0.085 0.061 0.5911
H 0.4642 4.3280 0.7618 0.025 0.056 0.061 0.5512
H -1.4974 5.8199 0.3855 -0.003 0.003 0.016 0.4472
H -2.9351 5.4553 -1.5896 -0.016 0.003 0.007 0.4342
H -2.4689 3.6372 -3.1456 0.004 0.009 0.010 0.3580
H 0.3278 -3.3663 1.3119 0.047 -0.050 0.024 0.2987
H 0.6084 -5.3547 2.7358 0.009 -0.004 0.025 0.4721
H -1.2858 -6.1654 4.1144 0.000 -0.012 0.010 0.4092
H -3.4516 -4.9775 4.0244 -0.017 -0.008 0.005 0.4424
H -3.7366 -3.0253 2.6077 0.012 -0.023 0.004 0.1913
H -4.2216 -1.1458 2.1845 0.005 -0.005 0.073 0.2697
H -4.6943 0.7416 3.6395 -0.018 0.024 -0.005 0.4496
H -2.9980 2.4993 4.0243 -0.013 0.035 -0.022 0.4161
H -0.7980 2.3426 2.8361 -0.011 0.071 0.042 0.5609
H -0.2944 0.4326 1.4779 0.156 -0.014 0.032 -0.3874
C 4.3601 -2.1869 5.9131 -0.023 0.037 0.009 -1.5576
C 3.9375 -1.4956 4.6505 0.046 0.057 -0.079 0.9109
C 2.6395 -1.6192 4.1586 -0.032 0.042 -0.088 -0.9908
C 2.2471 -0.9383 3.0190 -0.102 -0.026 -0.045 -0.2638
C 3.1625 -0.1365 2.3582 -0.064 0.203 -0.384 0.0213
C 4.4599 0.0041 2.8217 0.042 0.027 -0.077 -0.5437
C 4.8367 -0.6795 3.9648 0.006 -0.020 0.014 -0.8183
S 2.6314 0.8848 1.0023 -0.329 0.152 0.247 1.1967
O 3.7818 1.4028 0.3224 0.005 -0.237 0.030 -0.6595
O 1.6541 1.8008 1.5141 -0.221 -0.045 -0.130 -0.6791
N 1.8028 -0.1334 -0.0149 -1.552 0.021 -0.672 1.3060
C 2.4482 -1.0597 -0.7622 0.658 -0.575 -0.090 -0.0815
C 3.7960 -1.4569 -0.7142 -0.126 0.032 -0.109 -0.8057
C 4.2073 -2.4620 -1.5603 -0.141 0.120 0.100 -0.5181
C 3.3010 -3.0646 -2.4362 -0.122 0.096 0.090 -0.8157
C 1.9941 -2.6322 -2.4250 -0.201 -0.441 -0.478 -0.5846
N 1.5935 -1.6628 -1.6077 -1.495 1.499 0.824 0.6866
H 3.7064 -3.0237 6.1503 -0.003 -0.020 0.000 0.3676
H 4.3199 -1.4833 6.7469 0.020 -0.032 0.035 0.3157
H 5.3836 -2.5502 5.8350 0.009 -0.019 0.027 0.3911
H 1.9189 -2.2415 4.6736 0.017 -0.039 0.031 0.4487
H 1.2345 -1.0183 2.6477 -0.097 -0.063 0.007 0.4396
H 5.1463 0.6554 2.2968 0.047 -0.032 0.025 0.5368
H 5.8467 -0.5674 4.3369 0.027 -0.019 0.022 0.4106
H 4.4759 -0.9605 -0.0420 0.065 -0.011 0.004 0.4243
H 5.2379 -2.7885 -1.5387 0.024 0.006 -0.018 0.4640
H 3.6107 -3.8559 -3.1008 -0.082 -0.020 -0.037 0.4272
H 1.2428 -3.0761 -3.0649 -0.002 0.061 -0.013 0.5554
```
Forces are in eV/Å.

Its lowest unoccupied orbital energy (alpha / beta) is -5.34 / -5.36 eV. Its charge is +1. As for the energy relative to the best compared isomer or geometry (same formula, charge and spin): 193.3 kJ/mol. The calculation puts the HOMO energy (alpha / beta) at -11.12 / -11.12 eV.